ORCA calculation (wB97M-V/def2-TZVPD) on a structure of composition C22H36F6O14Pb at a distorted geometry.

* net charge: 0
* energy above the lowest of the compared OMol25 structures with the same formula, charge and spin: 1224.63 kJ/mol
* electronic energy: -73602.448 eV
* E_HOMO: -7.34 eV

Structure (XYZ):
```
79
Properties=species:S:1:pos:R:3:forces:R:3:lowdin_charge:R:1
H 2.425188 -5.404175 2.278534 0.464 -0.197 -0.243 0.080
C 0.107809 2.172050 -6.538929 0.245 -0.594 2.742 -0.002
F 5.369523 -6.378744 -0.220038 -0.568 -1.947 -0.518 0.132
C 4.396934 0.883978 5.269888 -0.924 -1.113 -0.103 -0.049
H 7.937171 2.038320 1.345388 -0.192 0.627 0.320 0.086
O -1.439162 0.637396 -4.746639 -0.529 -0.684 0.484 0.106
C -6.014932 -7.134301 0.182466 0.448 0.499 0.374 -0.153
H 3.064603 8.935210 -0.806326 -0.098 0.004 -0.234 0.121
H -6.994608 -6.688274 0.011002 -0.422 -1.235 -0.461 0.114
H 5.105188 0.090191 5.507334 0.523 0.523 0.239 0.098
H -4.422279 3.537805 -0.900341 0.230 -0.034 -0.138 0.055
F 5.991608 -5.291903 -2.005584 0.231 -0.500 -0.758 0.152
C 2.085685 8.560812 -0.506920 0.386 -0.009 -1.025 -0.169
H 0.921578 -5.064883 1.565452 -0.252 -0.166 -0.294 0.067
C 6.904545 1.691445 1.307218 0.441 -0.316 0.434 -0.044
O -1.996046 0.914880 2.884218 -0.848 1.085 1.639 -0.149
C -5.276530 -7.875204 -0.966010 -0.986 0.376 1.137 -0.177
F -1.370260 3.248745 4.147040 2.844 0.416 -0.021 0.193
H 0.617387 1.452102 -5.898535 -0.092 -0.574 -0.368 0.082
H 3.392765 -5.893082 -1.931522 -0.011 -0.285 -0.320 0.142
H -3.981001 0.081659 -4.377340 0.320 -0.237 -0.140 0.092
C -4.307208 2.896271 1.198283 0.691 -0.347 -1.028 -0.225
H -5.141091 0.225681 -5.671110 0.135 0.874 -0.121 0.087
O -3.114219 2.311365 1.718882 0.765 2.910 -0.832 -0.132
C 1.701387 7.177562 1.396670 0.087 -1.787 0.421 -0.089
H -3.932573 1.480920 3.242119 -0.436 -0.234 1.190 0.149
H -4.791567 1.981472 0.856773 -0.872 0.380 -0.489 0.108
C -2.634038 3.028463 4.083913 -0.527 -1.389 -0.072 -0.666
H -4.317430 4.851184 0.234272 0.553 0.194 -0.097 0.059
H 7.054586 0.611897 1.319632 -0.754 -0.056 -0.271 0.093
F 5.701179 -4.389590 -0.117858 0.215 2.458 0.672 0.157
H -4.450061 -6.143540 1.146181 0.421 0.574 -0.016 0.127
C 2.249534 -6.174769 0.250958 -0.517 1.600 -0.659 -0.246
C 1.925832 8.572244 1.007325 -0.835 2.060 -1.363 -0.182
O 6.208903 2.139812 2.495707 -0.637 -1.393 1.158 -0.031
O 4.862887 1.766104 4.248499 1.178 -0.269 -0.597 -0.012
C -4.091656 0.020283 -5.459975 -0.809 0.175 0.312 -0.047
H 0.715709 2.314694 -7.432356 -1.305 -0.442 -0.671 0.095
H 1.459842 -6.321107 -0.485971 -0.357 -0.153 0.020 0.114
H 6.448749 2.089001 0.400412 -0.238 -0.317 0.156 0.094
C 1.739331 6.351894 0.094342 0.793 -3.619 -2.902 -0.337
H 0.737977 7.122992 1.903603 0.088 -0.688 -0.077 0.132
O -3.742481 -4.733433 -1.291484 -1.676 -2.045 0.476 0.097
H -5.798091 -5.054338 0.762561 0.408 0.187 -0.301 0.127
C 5.195745 -5.269890 -0.944447 -0.776 0.827 0.167 -0.621
H 2.718400 9.176386 1.448832 -0.073 -0.476 0.352 0.124
O 2.903654 -4.925601 -0.181070 0.583 -2.094 0.632 -0.132
O 1.958570 7.213157 -1.004543 -0.405 -0.644 2.466 -0.005
H 2.757504 -7.138603 0.284012 1.107 0.473 -0.092 0.116
H 0.290264 3.056131 -5.928020 -0.795 0.469 -0.212 0.091
H 3.518041 0.295237 5.007157 -0.241 0.309 -0.715 0.087
C -1.953830 1.084195 -5.737334 -0.295 -0.179 0.740 -0.610
F -3.045397 2.899361 5.362987 -0.334 -1.543 0.438 0.128
H -2.822677 3.831468 -0.128596 -0.183 0.264 0.013 0.069
Pb 0.796062 -0.748460 -0.470417 0.255 -0.369 0.124 1.245
H -5.946293 -7.697364 1.113240 -0.686 -0.201 -0.209 0.111
C 1.693591 -5.833830 1.594231 -0.377 0.053 1.053 -0.096
O -4.524410 -6.899839 -1.621757 0.832 2.772 -0.568 -0.015
H 0.977637 9.103920 1.087054 0.206 0.284 0.836 0.114
O 4.775491 0.326455 2.447432 1.476 1.242 1.717 0.092
H 4.059442 1.462369 6.129934 0.674 0.223 -0.156 0.097
C 3.703188 -5.017479 -1.361374 -1.403 2.978 -0.588 -0.399
C -5.189071 -5.878085 0.390199 0.604 -0.252 0.064 -0.100
H 1.309044 -6.719763 2.099531 -0.251 -0.018 -0.060 0.074
C -2.958275 1.928176 3.045139 1.004 -4.016 -1.099 -0.430
O 3.394518 -3.805621 -2.073815 1.241 -2.248 1.289 -0.190
H -4.959341 3.405213 1.908077 0.300 -0.007 0.272 0.107
C -3.904444 3.870188 -0.000642 -1.230 -1.205 1.313 -0.046
H -4.057022 -0.998156 -5.846852 1.135 -0.022 0.045 0.094
C -4.436840 -5.664174 -0.920857 1.102 -0.236 -0.435 -0.380
C 5.296208 1.252668 3.068068 -1.404 0.543 -2.242 -0.508
H 2.471427 6.797584 2.068057 -0.125 -0.279 -0.028 0.132
H -5.983284 -8.343336 -1.651174 0.278 -0.075 -0.101 0.124
H 1.286246 9.146040 -0.961354 0.278 0.065 -0.258 0.120
O -1.315828 1.824152 -6.593184 1.029 1.760 -2.929 0.020
H -4.555539 -8.586841 -0.563701 -0.290 -0.327 0.048 0.125
O 1.730577 5.110654 -0.157920 -0.306 5.004 1.791 0.041
O -3.267058 0.992344 -6.131348 1.016 -0.572 0.219 -0.005
F -3.226966 4.112253 3.722721 -1.529 3.182 -1.544 0.175
```
Forces are in eV/Å.